This record from OMol25 describes an isolated molecule of C4H9N in a non-equilibrium geometry. The level of theory is the ωB97M-V functional and the def2-TZVPD basis.

Atoms and positions in Å:
C -1.878 -0.020 0.239
C -0.508 -0.125 -0.443
C 0.417 1.079 -0.066
C 0.630 -1.069 0.012
H -1.711 -0.227 1.299
H -2.381 1.003 0.077
H -2.583 -0.791 -0.240
H -0.553 -0.132 -1.506
H 0.620 1.866 -0.813
H 0.086 1.515 0.920
H 2.006 0.258 1.090
H 0.542 -1.490 0.998
H 0.795 -1.911 -0.689
N 1.602 0.102 0.058

Output
Frontier orbital gap: 10.1 eV
M: 71.123 u
SMILES: CC1CNC1
Net charge: 0
Relative energy (zero: lowest compared OMol25 entry of this formula, charge and spin): 33.7 kcal per mole